{
  "formula": "C48H79N7O3",
  "method": "ωB97M-V/def2-TZVPD",
  "total_charge": 0,
  "energy_ha": -2484.6055,
  "smiles": "[H]/N=C(/C)Cc1c(CCCCNC(C)=O)c(CCC)c2c(c1CCCCCCCCCCCC)C(=O)NC2=O.CCCC#N.CCCC#N.CCCC#N.CCCC#N",
  "homo_energy_ev": -8.55,
  "symbols": ["C", "C", "C", "C", "C", "C", "C", "C", "C", "C", "C", "C", "C", "C", "C", "C", "C", "N", "C", "C", "C", "C", "C", "N", "C", "C", "O", "C", "C", "C", "C", "C", "C", "C", "O", "N", "C", "O", "H", "H", "H", "H", "H", "H", "H", "H", "H", "H", "H", "H", "H", "H", "H", "H", "H", "H", "H", "H", "H", "H", "H", "H", "H", "H", "H", "H", "H", "H", "H", "H", "H", "H", "H", "H", "H", "H", "H", "H", "H", "H", "H", "H", "H", "H", "H", "H", "H", "H", "H", "C", "C", "C", "C", "N", "H", "H", "H", "H", "H", "H", "H", "C", "C", "C", "C", "N", "H", "H", "H", "H", "H", "H", "H", "C", "C", "C", "C", "N", "H", "H", "H", "H", "H", "H", "H", "C", "C", "C", "C", "N", "H", "H", "H", "H", "H", "H", "H"],
  "positions_angstrom": [[9.963, -2.914, -1.893], [8.662, -1.889, -2.026], [8.936, -0.651, -3.105], [9.536, 0.643, -2.280], [8.444, 1.892, -2.165], [7.980, 2.218, -0.627], [6.338, 2.327, -0.422], [5.941, 3.002, 1.055], [4.645, 4.015, 0.972], [3.209, 3.273, 1.402], [2.536, 2.740, -0.010], [1.242, 1.752, 0.187], [0.132, 2.121, -0.962], [-1.461, 2.521, -0.646], [-1.905, 2.574, 0.931], [-2.657, 1.229, 1.489], [-3.844, 1.479, 2.638], [-2.384, -0.071, 1.140], [-2.481, 2.844, -1.931], [-4.076, 3.206, -1.694], [-4.918, 1.865, -2.232], [-6.553, 2.068, -2.175], [-7.200, 0.643, -2.764], [-7.215, -0.474, -1.744], [-8.152, -1.602, -2.118], [-8.456, -2.756, -0.946], [-8.767, -1.767, -3.292], [-1.970, 2.824, -3.516], [-2.912, 3.176, -4.811], [-2.199, 4.501, -5.542], [-3.286, 5.550, -6.183], [-0.400, 2.426, -3.767], [0.617, 2.085, -2.527], [2.059, 1.772, -3.239], [3.093, 1.000, -2.895], [1.914, 2.596, -4.535], [0.516, 2.309, -5.122], [0.220, 2.006, -6.388], [10.906, -2.305, -1.495], [9.637, -3.780, -1.166], [10.169, -3.329, -2.987], [7.741, -2.562, -2.321], [8.409, -1.356, -1.002], [9.747, -1.059, -3.861], [7.962, -0.393, -3.740], [10.519, 0.982, -2.840], [9.865, 0.277, -1.215], [7.523, 1.699, -2.900], [8.996, 2.859, -2.591], [8.469, 3.253, -0.309], [8.450, 1.385, 0.078], [5.955, 1.197, -0.393], [5.789, 2.852, -1.321], [6.906, 3.602, 1.401], [5.669, 2.137, 1.805], [4.806, 5.033, 1.572], [4.545, 4.317, -0.178], [3.357, 2.429, 2.199], [2.514, 4.163, 1.774], [2.182, 3.693, -0.633], [3.414, 2.258, -0.632], [1.590, 0.620, 0.059], [0.874, 1.866, 1.292], [-1.042, 2.829, 1.680], [-2.693, 3.463, 1.028], [-4.321, 0.468, 3.015], [-3.257, 1.919, 3.579], [-4.626, 2.291, 2.321], [-1.604, -0.042, 0.447], [-4.316, 3.482, -0.583], [-4.336, 4.056, -2.472], [-4.616, 1.545, -3.321], [-4.670, 0.964, -1.490], [-6.940, 2.955, -2.861], [-6.952, 2.269, -1.090], [-8.283, 0.831, -3.200], [-6.474, 0.306, -3.634], [-7.500, -0.150, -0.792], [-7.648, -3.629, -0.968], [-8.428, -2.302, 0.144], [-9.506, -3.254, -1.088], [-4.029, 3.424, -4.562], [-2.903, 2.332, -5.653], [-1.630, 5.094, -4.678], [-1.378, 4.204, -6.324], [-2.690, 6.529, -6.514], [-4.054, 5.920, -5.358], [-3.827, 5.050, -7.116], [2.682, 2.198, -5.117], [8.663, -3.076, 2.008], [7.574, -2.671, 2.996], [6.694, -1.532, 2.484], [7.445, -0.282, 2.304], [8.042, 0.703, 2.156], [9.361, -2.255, 1.820], [9.239, -3.918, 2.408], [8.228, -3.386, 1.052], [8.041, -2.391, 3.948], [6.941, -3.545, 3.195], [5.886, -1.360, 3.205], [6.220, -1.821, 1.540], [-6.079, -4.512, 2.633], [-6.181, -3.589, 3.842], [-7.483, -2.790, 3.878], [-7.598, -1.856, 2.750], [-7.690, -1.123, 1.854], [-6.079, -3.949, 1.696], [-5.147, -5.086, 2.676], [-6.913, -5.221, 2.611], [-5.320, -2.910, 3.848], [-6.115, -4.198, 4.753], [-7.522, -2.223, 4.815], [-8.341, -3.473, 3.885], [-10.246, 0.257, 6.018], [-11.247, -0.870, 6.241], [-11.012, -1.633, 7.543], [-9.724, -2.341, 7.552], [-8.704, -2.895, 7.560], [-9.225, -0.124, 5.930], [-10.482, 0.793, 5.092], [-10.276, 0.976, 6.843], [-11.209, -1.558, 5.387], [-12.258, -0.441, 6.260], [-11.819, -2.363, 7.675], [-11.064, -0.945, 8.395], [4.121, -6.061, -1.246], [5.170, -6.214, -0.151], [5.277, -4.988, 0.754], [5.739, -3.796, 0.030], [6.098, -2.854, -0.545], [4.365, -5.240, -1.925], [4.060, -6.979, -1.840], [3.132, -5.870, -0.815], [6.142, -6.428, -0.614], [4.911, -7.086, 0.463], [5.982, -5.208, 1.563], [4.308, -4.786, 1.224]],
  "mulliken_charge": [-1.0362, 0.1154, -0.4846, -0.6514, -0.5769, -0.3899, -0.4039, -0.1974, -0.6912, -0.5849, -0.2783, -0.3433, 0.0490, 0.0842, -0.9123, 0.6894, -0.8298, -0.7234, 0.0305, -0.5504, -0.5095, -0.3707, -0.5495, -0.1584, 0.3683, -0.4910, -0.5850, 0.4663, -0.2361, -0.4584, -1.0568, -0.3330, -0.1218, 0.3755, -0.5850, -0.2686, 0.1333, -0.5798, 0.2115, 0.2506, 0.3567, 0.2130, -0.1620, 0.2717, 0.2661, 0.4040, 0.3272, 0.2780, 0.2352, 0.3195, -0.0102, 0.0747, 0.3512, 0.3720, -0.0203, 0.3601, 0.2896, 0.3089, 0.2583, 0.3180, -0.0919, 0.3087, 0.2293, 0.4415, 0.3053, 0.1568, 0.2902, 0.2378, 0.3178, 0.3256, 0.2369, 0.1863, 0.2760, 0.2605, 0.2531, 0.3393, 0.2683, 0.2568, 0.2110, 0.0002, 0.2863, 0.1765, 0.3509, 0.3269, 0.2461, 0.3420, 0.2603, 0.2689, 0.3672, -0.8181, -0.5676, 0.1382, 0.1762, -0.5782, 0.4082, 0.3745, -0.0641, 0.3481, 0.2989, 0.4213, -0.1757, -1.1320, -0.6058, -0.1301, 0.4575, -0.5816, 0.2781, 0.3461, 0.3222, 0.2804, 0.3697, 0.0658, 0.2832, -1.0636, -0.3992, -0.4027, 0.2900, -0.4454, 0.2614, 0.3156, 0.3370, 0.2683, 0.3032, 0.2711, 0.2884, -1.1558, -0.5812, -0.3169, 0.3404, -0.4603, 0.3292, 0.3488, 0.2957, 0.3190, 0.3450, 0.1494, 0.3846]
}